Entry 1:
Formula: C3H2N2OS
Source: OMol25
Level of theory: ωB97M-V/def2-TZVPD

Its total energy is -19004.11315 eV. The total charge is 0. The energy above the lowest of the compared OMol25 structures with the same formula, charge and spin comes out at 33.2 kcal per mole. For the HOMO energy, the calculation gives -9.5 eV. The value obtained for the LUMO energy is -1.5 eV. For the gap between HOMO and LUMO, the calculation gives 0.293 Eh.

Each line ends with the Löwdin charge.
Geometry (Å):
S 2.88224 -0.27177 -0.01664  0.797
O -0.71219 1.03838 0.00954  0.018
N -0.14431 -1.08250 0.01542  0.169
N -1.92223 0.34284 -0.04076  0.118
C 0.25957 0.13989 -0.03053  -0.501
C 1.60667 0.65290 -0.00374  -0.608
C -1.50497 -0.88141 -0.00314  -0.185
H -2.16615 -1.70331 0.00613  0.108
H 1.70138 1.76498 0.06371  0.083

=====

Entry 2:
Formula: C3H11N2O
Source: OMol25
Level of theory: ωB97M-V/def2-TZVPD

Its total energy is -8308.18296 eV. The total charge is +1. The energy above the lowest of the compared OMol25 structures with the same formula, charge and spin comes out at 83.2 kcal per mole. For the HOMO energy, the calculation gives -15.4 eV. As for the structure (SMILES): C[N+](C)(N)CO. The value obtained for the LUMO energy is -3.0 eV. For the gap between HOMO and LUMO, the calculation gives 0.454 Eh.

Each line ends with the Löwdin charge.
Geometry (Å):
O -2.27861 0.05846 0.20926  -0.005
N 0.13560 -0.05267 0.11284  -0.359
N 0.27230 -0.18828 1.51580  0.131
C 1.38800 0.65954 -0.46328  0.065
C 0.04970 -1.39370 -0.59535  0.048
C -1.13216 0.71265 -0.24827  -0.196
H 0.14942 -2.15899 0.17643  0.116
H 1.52042 0.57540 -1.51594  0.108
H 2.29303 0.24206 0.02520  0.134
H 1.24135 1.54821 0.02760  0.070
H -0.62241 -0.54584 2.03102  0.183
H -0.82874 -1.49202 -1.17189  0.086
H 1.00974 -1.47926 -1.10243  0.103
H -1.03527 0.95523 -1.33512  0.162
H -2.62558 -0.71530 -0.34211  0.155
H -1.03832 1.68080 0.25544  0.148
H 0.43015 0.66126 1.88204  0.051

=====

Entry 3:
Formula: C30H60O39S9
Source: OMol25
Level of theory: ωB97M-V/def2-TZVPD

Its total energy is -209437.03090 eV. The total charge is 0. The energy above the lowest of the compared OMol25 structures with the same formula, charge and spin comes out at 98.7 kcal per mole. For the HOMO energy, the calculation gives -9.4 eV. As for the structure (SMILES): O=S1(=O)OCCO1.O=S1(=O)OCCO1.O=S1(=O)OCCO1.O=S1(=O)OCCO1.O=S1(=O)OCCO1.O=S1(=O)OCCO1.O=S1(=O)OCCO1.O=S1(=O)OCCO1.O=S1(=O)OCCO1.C1CCOC1.C1CCOC1.C1CCOC1. The value obtained for the LUMO energy is -0.2 eV. For the gap between HOMO and LUMO, the calculation gives 0.335 Eh.

Each line ends with the Löwdin charge.
Geometry (Å):
S 1.22011 4.28012 5.08098  0.770
S -5.15944 0.99912 -1.20776  0.736
S -3.73255 -3.04069 -1.28080  0.767
S -0.38495 5.23300 0.59506  0.713
S -0.07218 -4.85634 4.33681  0.724
S -0.08329 -0.79892 -4.18593  0.758
S 5.83241 -1.92233 -1.51857  0.843
S 0.49462 -4.86279 -1.56543  0.730
S 4.00608 -0.98193 3.17428  0.801
O 0.11228 5.23378 5.08919  -0.242
O -0.17206 5.83632 2.10048  -0.220
O -3.03551 -4.44560 -1.86987  -0.208
O 1.07786 -0.65779 -3.28467  -0.264
O -0.65081 -2.37074 -4.14992  -0.211
O 5.17515 -2.00484 3.84925  -0.190
O 2.72647 -1.12329 3.87854  -0.241
O 0.83722 -4.40756 5.36837  -0.241
O -5.21562 -3.69891 -1.40762  -0.203
O -0.50569 -5.81882 -1.09860  -0.235
O -3.43630 -2.92246 0.16389  -0.243
O -4.80502 2.54840 -0.80918  -0.206
O -2.62062 1.05409 4.22777  -0.127
O -0.11883 5.68354 -4.73556  -0.138
O -5.08235 0.07709 -0.10259  -0.233
O 4.55566 0.37632 2.93079  -0.252
O -3.58634 -1.87498 -2.17432  -0.239
O -3.79089 0.91746 -2.18526  -0.200
O 0.74630 2.72608 5.32600  -0.201
O 1.96740 -5.12457 -0.77012  -0.194
O 6.79918 -2.38570 -2.55510  -0.250
O -6.40776 0.97692 -1.98378  -0.249
O 4.07140 -1.90788 1.77740  -0.244
O -0.69431 -0.92507 0.76664  -0.178
O 0.56218 4.15356 0.34012  -0.231
O 6.25198 -1.73208 -0.10946  -0.249
O 2.33200 4.41790 6.06285  -0.262
O -1.08126 0.24256 -4.14661  -0.215
O -1.79294 4.95181 0.35390  -0.239
O 1.10281 -5.33978 -3.01419  -0.225
O 1.77129 3.92391 3.52532  -0.215
O -1.44387 -3.90287 4.31512  -0.184
O 0.13396 -3.46624 -1.52381  -0.219
O 4.97920 -0.52407 -2.01987  -0.170
O 4.39205 -2.74450 -1.71059  -0.222
O 0.41334 -4.15998 2.93630  -0.209
O 0.49871 -1.02287 -5.74829  -0.203
O -0.20908 -6.27650 4.08645  -0.239
O 0.11348 6.62069 -0.11668  -0.197
C 1.16946 5.13202 -4.30928  -0.170
C 0.92295 4.81708 -2.79311  -0.135
C -2.64097 1.27432 2.77173  -0.153
C -1.01285 -0.25658 -0.44259  -0.149
C 5.62520 -2.99975 2.96468  -0.177
C 0.14207 -3.17639 -4.94971  -0.233
C -3.43242 2.54859 2.53443  -0.178
C -3.97113 2.87071 3.89367  -0.162
C 3.80269 -0.52161 -1.38179  -0.263
C 0.54555 -0.55909 1.36956  -0.168
C 1.19933 1.79601 4.40260  -0.184
C 4.43538 -3.20351 2.06485  -0.218
C 0.86102 0.85943 0.81510  -0.122
C 0.88722 6.75428 2.13638  -0.151
C 2.12144 -6.28514 -2.83631  -0.161
C -0.25203 1.05765 -0.22515  -0.148
C -1.59855 -3.05094 3.21856  -0.181
C -4.00461 3.20513 -1.76561  -0.163
C 2.24572 2.57271 3.61141  -0.177
C 3.27236 -1.93888 -1.58031  -0.199
C -1.02360 4.75394 -4.06974  -0.209
C -0.69701 -3.71734 2.22213  -0.222
C 0.18341 -2.36779 -6.24271  -0.128
C -3.09399 2.11079 -2.27974  -0.225
C 2.88276 -5.83059 -1.55210  -0.177
C 0.60415 7.50994 0.79223  -0.189
C -3.91967 -5.50633 -1.68139  -0.208
C -2.94701 2.28826 4.84081  -0.210
C -0.36198 3.98311 -2.96379  -0.182
C -5.29770 -4.94747 -2.00474  -0.182
H -1.24253 -4.58872 1.85991  0.136
H -3.18042 0.54127 2.17197  0.118
H 3.09441 0.13634 -1.88531  0.129
H 1.74106 -7.30644 -2.85483  0.133
H -0.64650 -0.91550 -1.22980  0.093
H 4.76596 -3.66138 1.13256  0.128
H -2.06460 2.91830 4.95261  0.104
H 3.36264 -6.69122 -1.08612  0.135
H -4.66560 3.49751 -2.58152  0.134
H 2.79741 -2.08385 -2.55062  0.117
H -0.95945 1.77110 0.19752  0.089
H -1.86314 5.40637 -3.82972  0.120
H -3.66034 -6.29300 -2.38991  0.137
H 0.30090 1.40909 3.92176  0.114
H -4.12245 3.94498 3.99922  0.117
H -2.57167 -3.13266 2.73433  0.129
H 3.64598 -5.07721 -1.74709  0.110
H 0.88088 -2.74884 -6.98865  0.136
H 1.84383 1.04891 0.38352  0.103
H 0.89299 5.60510 -2.04062  0.088
H -0.37915 -4.12697 -5.06292  0.144
H -2.82943 2.33699 -3.31267  0.125
H 0.12940 1.55738 -1.11558  0.099
H -3.45947 4.04229 -1.32963  0.120
H 1.73208 6.06617 2.16489  0.116
H 2.39603 2.21023 2.59450  0.110
H 3.98516 -0.10023 -0.39323  0.123
H -3.90361 -5.97882 -0.69925  0.139
H 0.91111 7.31014 3.07369  0.142
H 5.86599 -3.91887 3.49887  0.142
H -2.76520 3.28860 2.09250  0.094
H 3.21351 2.62150 4.11051  0.127
H -4.20212 2.36011 1.78601  0.097
H -1.36365 -2.00166 3.39722  0.132
H -2.16112 2.10738 -1.71596  0.096
H 1.32992 -1.27291 1.11791  0.096
H -0.10921 2.95730 -3.23200  0.108
H 2.62303 -2.12700 -0.72527  0.120
H 0.71894 1.63680 1.56584  0.069
H 2.00794 5.78058 -4.56308  0.111
H -1.44354 4.04896 -4.78720  0.110
H -0.17749 8.25959 0.91536  0.136
H -2.10200 -0.28670 -0.41160  0.109
H 1.10454 -3.31529 -4.45731  0.117
H 3.51904 -3.68500 2.40631  0.140
H -5.60117 -4.75914 -3.03456  0.133
H -0.35211 -2.95251 1.52630  0.110
H -0.94465 3.99798 -2.04272  0.078
H 1.62014 0.89326 4.84539  0.122
H 1.75731 4.18280 -2.49372  0.107
H -0.83565 -2.43256 -6.62406  0.130
H 1.40060 4.31945 -4.99806  0.115
H -4.91860 2.33484 3.95083  0.121
H 6.49583 -2.64091 2.41572  0.128
H 1.50384 7.96251 0.37529  0.139
H 2.73995 -6.11705 -3.71795  0.136
H -1.63270 1.41892 2.38369  0.094
H -3.33218 2.23711 5.85920  0.123
H 0.50318 -0.63172 2.45632  0.102
H -6.13258 -5.48884 -1.55978  0.138